[1]
{"formula": "C7H17AlBIO5PSSn", "method": "ωB97M-V/def2-TZVPD", "charge": 1, "homo_energy_ev": -10.079, "gap_ev": 2.8, "multiplicity": 1, "total_energy_ha": -2171.44626, "e_lumo_ev": -7.236, "species": ["C", "C", "P", "C", "C", "C", "S", "O", "O", "O", "Al", "B", "C", "O", "O", "C", "I", "H", "H", "H", "H", "H", "H", "H", "H", "H", "H", "H", "H", "H", "H", "H", "H", "H", "Sn"], "coordinates": [[3.4735, -0.5425, 0.6057], [2.6239, -1.2749, -0.4972], [1.2551, -0.1114, -1.0118], [0.9866, -0.3251, -2.8747], [-0.3843, -0.5244, -0.1163], [-0.6434, -2.0140, -0.4941], [-0.5279, -3.2145, 0.9059], [0.6830, -3.0707, 1.7366], [-0.4594, -4.6160, 0.2593], [-1.2265, 0.3837, -0.7957], [-0.4130, 1.9560, -0.1653], [-1.5918, 3.6361, 0.2454], [-3.0033, 3.6361, 1.0089], [-1.0725, 4.9050, -0.1666], [0.0696, 1.1716, 1.4772], [-0.4554, -0.1078, 1.4176], [-2.6551, -0.1053, 1.7585], [2.7926, -0.1587, 1.3996], [3.9014, 0.3717, 0.1334], [4.2799, -1.1842, 0.9986], [3.2830, -1.3943, -1.3933], [2.2926, -2.2984, -0.2266], [1.7016, 0.3556, -3.3754], [-0.0682, -0.1049, -3.1434], [1.2107, -1.3888, -3.0997], [0.0081, -2.4148, -1.3103], [-1.6981, -2.0903, -0.8813], [-1.7345, -3.2898, 1.7487], [0.7702, 2.5587, -1.0560], [-3.2267, 4.6868, 1.3178], [-3.7863, 3.3527, 0.2656], [-3.0199, 3.0136, 1.9228], [-0.5516, 5.2943, 0.5445], [-0.1534, -0.8370, 2.1889], [-2.6607, -4.2541, 0.6728]]}


[2]
{"formula": "C4H6N5O2", "method": "ωB97M-V/def2-TZVPD", "e_above_lowest_kcal_mol": 85.1, "charge": 1, "homo_energy_ev": -14.103, "gap_ev": 8.1, "multiplicity": 1, "total_energy_ha": -579.87839, "e_lumo_ev": -5.975, "species": ["C", "C", "C", "C", "N", "N", "N", "N", "N", "O", "O", "H", "H", "H", "H", "H", "H"], "coordinates": [[2.3690, 0.4714, -0.3958], [-1.8414, -0.7133, 0.4874], [-0.9701, 0.4715, 0.1418], [0.5750, -0.7141, -0.2151], [2.1538, 0.2863, 0.8536], [-1.3332, -1.9459, -0.0642], [1.0644, -0.4104, 0.9731], [-0.1578, -1.8893, -0.3702], [1.4374, -0.1844, -1.1153], [-0.8195, 1.4447, 1.0268], [-1.0605, 0.9177, -1.1026], [3.3654, 0.6941, -0.7806], [-1.7567, -0.9981, 1.6120], [-2.8870, -0.4300, 0.2232], [1.2536, 0.0161, -2.0368], [-0.8814, 1.2767, 1.9690], [-0.5113, 1.7070, -1.2064]]}


[3]
{"formula": "C2H6O3P2S2", "method": "ωB97M-V/def2-TZVPD", "e_above_lowest_kcal_mol": 0.0, "charge": -2, "homo_energy_ev": -0.917, "gap_ev": 6.6, "smiles": "C[P@@]([O-])(=S)O[P@](C)([O-])=S", "multiplicity": 1, "total_energy_ha": -1784.80960, "e_lumo_ev": 5.718, "species": ["C", "C", "O", "O", "O", "P", "P", "S", "S", "H", "H", "H", "H", "H", "H"], "coordinates": [[0.4372, 1.2455, -1.4981], [-0.4758, -1.1898, 1.3929], [-0.9328, -0.2122, -3.3242], [-3.2061, -1.0576, 0.9994], [-1.6735, -0.5054, -0.9040], [-0.3986, -0.3796, -1.9455], [-1.9749, -0.3180, 0.6772], [0.8924, -1.9560, -1.8190], [-1.8943, 1.5926, 1.1437], [0.6383, 0.8953, -0.4428], [1.3961, 1.4734, -1.9516], [-0.1617, 2.1211, -1.4711], [0.4459, -1.0322, 0.7509], [-0.2292, -1.0511, 2.3617], [-0.8095, -2.3090, 1.2645]]}


[4]
{"formula": "C3H5N3", "method": "ωB97M-V/def2-TZVPD", "e_above_lowest_kcal_mol": 101.1, "homo_energy_ev": -8.086, "gap_ev": 9.0, "multiplicity": 1, "total_energy_ha": -281.42899, "e_lumo_ev": 0.895, "species": ["N", "C", "C", "C", "N", "N", "H", "H", "H", "H", "H"], "coordinates": [[-1.8824, -0.1455, 0.3515], [-0.6157, -0.4548, 0.0160], [0.4656, -1.2150, -0.0449], [1.7300, -0.1570, 0.0596], [1.4273, 1.0786, -0.0711], [0.1588, 1.4018, -0.0978], [-2.6415, -0.8006, 0.4703], [-2.1239, 0.7538, -0.0302], [0.6593, -2.2686, -0.3190], [2.7362, -0.3988, 0.4385], [0.0839, 2.2041, -0.7721]]}


[5]
{"formula": "CH4ClO2P", "method": "ωB97M-V/def2-TZVPD", "e_above_lowest_kcal_mol": 18.5, "homo_energy_ev": -9.131, "gap_ev": 10.0, "smiles": "OPCl.C=O", "multiplicity": 1, "total_energy_ha": -992.50951, "e_lumo_ev": 0.829, "species": ["C", "O", "O", "P", "Cl", "H", "H", "H", "H"], "coordinates": [[2.4481, -1.7124, -1.7338], [-2.4420, 1.9086, 2.1838], [1.6643, -1.3299, -0.9201], [-1.8025, 0.6269, 1.4579], [-1.7113, 1.3062, -0.4681], [3.5040, -1.6808, -1.7488], [2.1652, -2.2418, -2.6277], [-3.3330, 2.2057, 2.0629], [-0.4929, 0.9176, 1.7938]]}


[6]
{"formula": "C6H7BrN2O2", "method": "ωB97M-V/def2-TZVPD", "e_above_lowest_kcal_mol": 142.3, "homo_energy_ev": [-8.743, -8.742], "gap_ev": [7.6, 7.6], "smiles": "CC(=C/C=C/[N+](=O)[O-])/C=N/Br", "multiplicity": 1, "total_energy_ha": -3066.58859, "e_lumo_ev": [-1.095, -1.095], "species": ["C", "C", "C", "C", "C", "C", "N", "N", "O", "O", "Br", "H", "H", "H", "H", "H", "H", "H"], "coordinates": [[1.0845, 0.6846, 0.3533], [-0.0955, 1.3995, 0.4484], [-0.0587, -1.4200, -0.1156], [1.0902, -0.6045, -0.0718], [-1.1519, 1.1446, -0.4579], [2.4760, -1.3314, -0.1074], [-1.2550, -0.9906, -0.4259], [-2.3983, 1.7623, -0.1281], [-3.2929, 1.9766, -0.9678], [-2.5585, 2.0860, 1.0600], [-2.8406, -1.8298, 0.0790], [1.9732, 1.0311, 0.6736], [-0.1801, 2.0072, 1.2222], [0.2157, -2.3863, 0.2475], [-1.1073, 0.9996, -1.4528], [2.4657, -1.9485, 0.7155], [3.1465, -0.5006, -0.1990], [2.4870, -2.0799, -0.8732]]}


[7]
{"formula": "C51H56MoN5O8", "method": "ωB97M-V/def2-TZVPD", "e_above_lowest_kcal_mol": 0.0, "charge": 1, "homo_energy_ev": [-10.004, -10.005], "gap_ev": [5.2, 5.2], "multiplicity": 1, "total_energy_ha": -2920.69129, "e_lumo_ev": [-4.771, -4.769], "species": ["Mo", "C", "C", "C", "C", "C", "C", "C", "N", "C", "C", "C", "C", "C", "C", "O", "C", "C", "C", "C", "C", "C", "C", "C", "C", "O", "C", "C", "C", "C", "C", "C", "H", "H", "H", "H", "H", "H", "H", "H", "H", "H", "H", "H", "H", "H", "H", "H", "H", "H", "H", "H", "H", "H", "H", "H", "H", "H", "H", "H", "H", "H", "H", "H", "H", "H", "H", "H", "H", "H", "H", "H", "C", "O", "C", "C", "C", "C", "C", "C", "N", "N", "C", "C", "C", "C", "O", "C", "N", "C", "C", "C", "C", "H", "H", "H", "H", "H", "H", "H", "H", "H", "H", "H", "H", "O", "C", "C", "C", "C", "C", "C", "C", "O", "N", "O", "O", "H", "H", "H", "H"], "coordinates": [[1.3277, -0.1612, -0.6945], [-0.8412, 6.6865, 1.4448], [-1.3976, 5.9686, 0.2071], [-1.4036, 6.9303, -0.9911], [-2.8384, 5.5467, 0.4953], [-0.5075, 4.7751, -0.1239], [-0.9827, 3.4890, -0.1440], [-0.0894, 2.4439, -0.4554], [-0.3024, 1.1069, -0.6127], [-1.5811, 0.5415, -0.7161], [-2.8210, 1.1398, -0.8990], [-3.9590, 0.3382, -0.9427], [-3.8162, -1.0389, -0.8027], [-2.5866, -1.6963, -0.6910], [-1.4809, -0.8572, -0.7039], [-0.2015, -1.2793, -0.7472], [-2.5742, -3.2202, -0.5711], [-3.4126, -3.6151, 0.6568], [-1.1796, -3.8248, -0.3853], [-3.1958, -3.8304, -1.8353], [-5.3183, 1.0094, -1.1453], [-5.3249, 1.7226, -2.5043], [-5.5506, 2.0366, -0.0275], [-6.4694, 0.0042, -1.1198], [1.2906, 2.7273, -0.6064], [2.0139, 1.6360, -0.7244], [1.8053, 4.0382, -0.6366], [0.8608, 5.0165, -0.4131], [3.2653, 4.4313, -0.8690], [4.2130, 3.2456, -1.0676], [3.3331, 5.3072, -2.1298], [3.7620, 5.2360, 0.3421], [-1.4731, 7.5405, 1.6922], [0.1693, 7.0613, 1.2794], [-0.8181, 6.0188, 2.3076], [-2.0635, 7.7737, -0.7831], [-1.7627, 6.4311, -1.8927], [-0.4116, 7.3327, -1.1976], [-3.4334, 6.4291, 0.7310], [-2.9034, 4.8707, 1.3504], [-3.2991, 5.0640, -0.3701], [-1.9986, 3.2882, 0.1377], [-2.9260, 2.1978, -1.0557], [-4.7065, -1.6495, -0.8110], [-2.9983, -3.1705, 1.5647], [-3.4072, -4.7014, 0.7701], [-4.4513, -3.2982, 0.5688], [-0.6833, -3.4364, 0.5067], [-0.5364, -3.6411, -1.2449], [-1.2869, -4.9055, -0.2704], [-4.2241, -3.5010, -1.9844], [-3.2020, -4.9190, -1.7569], [-2.6217, -3.5563, -2.7220], [-4.5513, 2.4899, -2.5628], [-6.2875, 2.2102, -2.6663], [-5.1603, 1.0150, -3.3185], [-4.8046, 2.8332, -0.0459], [-5.5138, 1.5623, 0.9547], [-6.5301, 2.5026, -0.1448], [-6.3849, -0.7302, -1.9228], [-7.4135, 0.5319, -1.2572], [-6.5248, -0.5261, -0.1672], [1.1894, 6.0468, -0.4190], [3.9613, 2.6730, -1.9614], [4.2165, 2.5678, -0.2146], [5.2240, 3.6354, -1.1971], [2.9830, 4.7592, -3.0066], [4.3644, 5.6142, -2.3102], [2.7289, 6.2096, -2.0323], [3.6931, 4.6473, 1.2584], [3.1943, 6.1553, 0.4858], [4.8065, 5.5138, 0.1945], [-3.8208, -4.8459, 4.8282], [-2.7648, -5.2185, 5.6951], [-1.5363, -5.3934, 5.1587], [-1.2490, -5.2592, 3.8030], [0.0480, -5.4556, 3.3532], [1.0521, -5.7991, 4.2454], [0.7513, -5.9869, 5.5935], [-0.5266, -5.7571, 6.0543], [2.3835, -6.1259, 3.8340], [3.0303, -5.4027, 3.0688], [2.5491, -4.1207, 2.6448], [2.3240, -3.0903, 3.5226], [1.9899, -1.8001, 3.0704], [1.8708, -1.5545, 1.7253], [1.5108, -0.3568, 1.2307], [2.1249, -2.6053, 0.8089], [1.9944, -2.3055, -0.5077], [2.2229, -3.2253, -1.4123], [2.6134, -4.5308, -1.0655], [2.7408, -4.8633, 0.2567], [2.4853, -3.8892, 1.2473], [-4.6986, -4.7293, 5.4566], [-4.0116, -5.6203, 4.0807], [-3.6043, -3.8983, 4.3268], [-2.0236, -5.0180, 3.0894], [0.2600, -5.3591, 2.2961], [1.5319, -6.3155, 6.2666], [-0.7786, -5.8852, 7.0979], [2.3903, -3.2721, 4.5871], [1.8134, -1.0004, 3.7762], [2.0839, -2.9441, -2.4495], [2.8039, -5.2500, -1.8486], [3.0401, -5.8584, 0.5591], [1.5001, -0.2263, -2.7402], [2.4993, -0.1782, -3.5003], [3.8481, -0.0929, -3.1109], [4.8199, 0.0341, -4.1342], [6.1333, 0.1134, -3.7980], [6.5563, 0.0519, -2.4528], [5.6419, -0.0836, -1.4531], [4.2491, -0.1531, -1.7396], [3.4300, -0.2777, -0.7646], [7.1380, 0.2636, -4.8567], [8.2982, 0.3431, -4.5126], [6.7394, 0.3017, -6.0029], [2.2769, -0.2120, -4.5702], [4.5236, 0.0752, -5.1738], [7.6143, 0.1154, -2.2415], [5.9408, -0.1318, -0.4153]]}


[8]
{"formula": "C3H8ClISi", "method": "ωB97M-V/def2-TZVPD", "e_above_lowest_kcal_mol": 0.0, "homo_energy_ev": -9.621, "gap_ev": 10.2, "smiles": "CCC[Si@@H](Cl)I", "multiplicity": 1, "total_energy_ha": -1166.56518, "e_lumo_ev": 0.571, "species": ["C", "C", "C", "Si", "Cl", "I", "H", "H", "H", "H", "H", "H", "H", "H"], "coordinates": [[1.6237, 1.3718, -0.4262], [0.3010, 0.8711, 0.1492], [0.0822, -0.5964, -0.1767], [-1.7620, -1.2949, 0.4995], [-3.2369, -0.7010, -0.7296], [-1.5862, -3.7577, 0.5309], [1.6226, 1.2975, -1.5126], [1.7874, 2.4135, -0.1560], [2.4555, 0.7823, -0.0430], [0.3052, 1.0101, 1.2328], [-0.5152, 1.4706, -0.2603], [0.8589, -1.2084, 0.2783], [0.1106, -0.7565, -1.2532], [-2.0468, -0.9021, 1.8670]]}